Entry 1:
A structure of composition C31H24N8O2SV. Source: the OMol25 dataset; level of theory: wB97M-V/def2-TZVPD.

CARTESIAN COORDINATES (ANGSTROEM)
V 0.07900 -1.11964 -0.30426
O 0.00662 -1.06742 -2.17394
C -0.90677 -0.64880 -3.04504
C -0.59356 -0.68732 -4.40684
C -1.50641 -0.26189 -5.35085
C -2.76493 0.20519 -4.97375
C -3.08999 0.23637 -3.63666
C -2.17967 -0.18123 -2.65416
C -2.58841 -0.09807 -1.27760
N -1.84192 -0.43480 -0.28610
N -2.39256 -0.28418 0.99011
C -1.61000 -0.85514 1.86428
O -0.50646 -1.47225 1.55348
C -1.98554 -0.79821 3.29885
C -1.16179 -1.40202 4.24413
C -1.49553 -1.35446 5.58887
C -2.65207 -0.70467 5.99453
C -3.47735 -0.10228 5.05307
C -3.14772 -0.14781 3.70922
H 0.38296 -1.05193 -4.69617
H -1.24061 -0.29760 -6.39975
H -3.47484 0.53170 -5.72044
H -4.06555 0.59055 -3.32350
H -3.59060 0.26345 -1.05238
H -0.26520 -1.90738 3.91337
H -0.85443 -1.82745 6.32093
H -2.91438 -0.66896 7.04377
H -4.38185 0.39979 5.36992
H -3.78679 0.31147 2.96806
N 1.10368 2.92024 0.88463
C 0.45061 1.79689 0.62372
N 1.03193 0.66530 0.34027
C 2.42559 0.57593 0.34529
N 3.03071 -0.55484 0.16619
N 2.12065 -1.56033 -0.05478
C 2.49797 -2.77692 -0.06289
C 1.44040 -3.77335 -0.27660
C 1.69530 -5.13091 -0.32022
C 0.62685 -5.99777 -0.51575
C -0.64601 -5.47875 -0.65624
C -0.81740 -4.10147 -0.60074
N 0.19918 -3.26923 -0.41994
C 3.19172 1.79778 0.56452
C 4.58780 1.82899 0.50728
C 5.25892 3.01437 0.71117
C 4.54896 4.18742 0.97706
C 3.17126 4.17772 1.03908
C 2.50000 2.97791 0.83147
H 0.57129 3.76047 1.05348
H -0.63170 1.82867 0.65255
H 3.53367 -3.05902 0.10198
H 2.70383 -5.50159 -0.20196
H 0.79440 -7.06541 -0.55580
H -1.50293 -6.11853 -0.80852
H -1.79586 -3.64920 -0.70444
H 5.11835 0.91042 0.30123
H 6.33857 3.03994 0.66662
H 5.08287 5.11425 1.13659
H 2.61543 5.08381 1.24479
S 0.69935 4.75327 -2.22225
C -0.89461 4.62264 -1.61281
C -1.28754 3.32100 -1.64600
N -0.35805 2.43196 -2.11990
C 0.72789 3.05673 -2.46093
H -1.46318 5.48507 -1.30690
H -2.26080 2.96044 -1.34247
H 1.59727 2.56101 -2.86996

Properties
total charge: +1
relative energy (zero: lowest compared OMol25 entry of this formula, charge and spin): 6.9 kcal per mole
max |F|: 0.0069 Eh/bohr
⟨S²⟩: 2.017
LUMO energy (alpha / beta): -3.6 / -3.6 eV
spin multiplicity: 3
HOMO-LUMO gap (alpha / beta): 6.40 / 6.59 eV

Entry 2:
A structure of composition C31H25AsMgN3O8. Source: the OMol25 dataset; level of theory: wB97M-V/def2-TZVPD.

CARTESIAN COORDINATES (ANGSTROEM)
Mg 13.06549 13.18259 13.68958
O 13.22614 16.27240 16.37890
C 13.41036 15.21591 15.59902
O 13.69186 15.23255 14.37258
C 13.05277 14.00488 16.34188
C 12.73081 13.92386 17.70955
C 12.50251 12.67208 18.26983
C 12.34567 11.54724 17.44890
C 12.60510 11.73163 16.10369
N 13.05251 12.89806 15.65411
C 12.40525 10.76583 14.99232
O 11.95315 9.54602 15.30593
O 12.59149 11.09503 13.81208
H 13.43952 17.13413 16.01097
H 12.86059 14.78332 18.37121
H 12.34250 12.54329 19.32525
H 11.96002 10.60843 17.94577
H 12.03275 9.34938 16.30501
C 16.60588 12.33201 12.52860
C 15.50176 12.88429 11.71929
N 14.24254 13.01928 12.11834
C 13.41452 13.50414 11.06192
C 14.34086 13.70030 9.99949
N 15.60142 13.36979 10.43704
C 14.09975 14.27234 8.62673
O 12.84147 14.69333 8.27234
O 15.11901 14.41099 7.94919
C 11.89527 13.72905 11.29654
O 11.27500 13.90358 10.23416
O 11.44453 13.65938 12.48583
H 16.08142 11.90713 13.41772
H 17.26137 13.14493 12.88045
H 17.21976 11.59259 12.01673
H 16.44395 13.37036 9.87440
H 12.20808 14.39631 8.99822
C 13.14254 6.15820 10.69308
C 11.76240 6.13469 10.85005
C 10.99549 7.29032 10.93215
C 11.58341 8.52353 10.77842
C 12.97098 8.60729 10.59813
C 13.74156 7.44032 10.55089
As 10.56302 10.16624 11.13794
C 8.81175 9.46744 11.71420
C 8.57270 9.36235 13.06310
C 7.29102 8.95142 13.48621
C 6.31788 8.52462 12.59439
C 6.59095 8.59978 11.22831
C 7.82651 9.05621 10.78116
C 10.13015 10.69924 9.26407
C 11.04896 10.56048 8.19448
C 10.91995 11.34562 7.07685
C 9.80033 12.17650 6.95267
C 8.86419 12.25199 7.94822
C 9.04046 11.56030 9.14145
H 13.78109 5.25422 10.71224
H 11.25162 5.18628 10.99451
H 9.91153 7.23951 11.13903
H 13.46353 9.60523 10.53612
H 14.83535 7.54595 10.50768
H 9.38653 9.60403 13.76381
H 7.16533 8.86676 14.55233
H 5.37916 8.14704 12.99639
H 5.81287 8.26707 10.55557
H 8.05083 8.96381 9.73622
H 11.86710 9.82290 8.24080
H 11.67096 11.28548 6.25784
H 9.68121 12.76992 6.03742
H 8.03706 12.92885 7.88512
H 8.36204 11.63597 9.98307

Properties
total charge: +1
max |F|: 0.0680 Eh/bohr
LUMO energy: -5.3 eV
spin multiplicity: 1
HOMO-LUMO gap: 4.49 eV

Entry 3:
A structure of composition C31H25BrN5O5Re. Source: the OMol25 dataset; level of theory: wB97M-V/def2-TZVPD.

CARTESIAN COORDINATES (ANGSTROEM)
Re 0.02750 -0.03816 -0.12382
Br 1.00083 -4.96106 6.07534
C 2.14527 -5.10622 4.58434
C 2.89123 -4.00280 4.18790
C 3.71518 -4.09673 3.08059
C 3.79812 -5.29708 2.38020
C 3.10306 -6.41224 2.82941
C 2.25170 -6.31665 3.91868
N 4.67368 -5.53598 1.25963
N 4.88497 -4.69330 0.38034
C 4.11475 -3.49435 0.26336
C 4.79698 -2.31416 0.08725
C 4.13474 -1.07751 -0.03526
C 2.76264 -1.05954 -0.02265
O 2.00216 0.02674 -0.14940
C 2.05286 -2.26217 0.06711
N 0.69300 -2.10162 -0.01477
C -0.04652 -3.20849 -0.02541
C 0.51130 -4.48468 0.02353
C 1.87100 -4.64320 0.11795
C 2.69174 -3.50461 0.18021
H 2.83004 -3.07946 4.74657
H 4.31487 -3.24454 2.79082
H 3.23134 -7.35323 2.30941
H 1.69372 -7.17719 4.25948
H 5.87875 -2.35083 0.07595
H 4.68757 -0.15493 -0.14656
H -1.11105 -3.08119 -0.09272
H -0.14687 -5.33958 -0.02609
H 2.30436 -5.63420 0.12178
O -1.60331 1.25606 0.12524
N -2.79802 0.81003 0.17710
N -2.84379 -0.43485 0.09889
O -1.68959 -1.09702 -0.02811
C -4.08951 -1.16657 0.11352
C -5.27570 -0.44750 0.14774
C -6.46554 -1.15232 0.16298
C -6.46363 -2.54182 0.14304
C -5.26431 -3.23454 0.11019
C -4.05901 -2.54779 0.09548
H -5.26834 0.63206 0.16064
H -7.39985 -0.60930 0.18927
H -7.39960 -3.08275 0.15293
H -5.25890 -4.31546 0.09728
H -3.12525 -3.08476 0.07550
C 2.63774 7.87115 -0.42546
C 2.14382 6.46440 -0.24431
C 1.07166 5.98297 -0.98472
C 0.60410 4.68513 -0.84153
C -0.57495 4.24894 -1.67354
C 1.22946 3.85484 0.10325
C 2.29695 4.32234 0.88810
C 2.98257 3.47901 1.93038
C 2.73895 5.62104 0.68594
C 0.80333 2.45829 0.27529
O 0.71319 1.86581 1.35554
O 0.50291 1.75756 -0.81540
H 2.27547 8.30182 -1.35725
H 3.72690 7.90497 -0.42896
H 2.29324 8.50606 0.39309
H 0.58570 6.63711 -1.69930
H -1.06774 5.12254 -2.09654
H -1.30491 3.69696 -1.08316
H -0.26411 3.60373 -2.49466
H 3.16355 2.46060 1.58832
H 2.36942 3.40473 2.82906
H 3.93521 3.93046 2.20122
H 3.57374 5.98492 1.27391

Properties
total charge: +1
relative energy (zero: lowest compared OMol25 entry of this formula, charge and spin): 0.0 kcal per mole
max |F|: 0.0149 Eh/bohr
⟨S²⟩: 3.779
LUMO energy (alpha / beta): -3.9 / -4.8 eV
spin multiplicity: 4
HOMO-LUMO gap (alpha / beta): 6.80 / 6.01 eV

Entry 4:
A structure of composition C31H25ClHgIN8O. Source: the OMol25 dataset; level of theory: wB97M-V/def2-TZVPD.

CARTESIAN COORDINATES (ANGSTROEM)
Hg -0.83051 -0.31079 -0.59025
C -0.34140 -5.05570 1.04580
C -0.59082 -3.82689 0.46009
N -0.17708 -2.69985 1.01898
C 0.46563 -2.77450 2.17781
C 0.70088 -4.02493 2.76448
N 0.30968 -5.15969 2.20392
C 0.88727 -1.47980 2.77985
C 1.54588 -1.43416 3.98525
C 1.97375 -0.19388 4.54198
C 1.68092 0.93162 3.72148
C 0.99017 0.77965 2.54266
N 0.57117 -0.39642 2.04445
C 0.71033 1.95356 1.68138
C 0.77931 3.26900 2.15921
N 0.67568 4.32600 1.36895
C 0.47641 4.07374 0.07551
C 0.30071 2.78552 -0.39525
N 0.40084 1.72746 0.40387
C 2.63089 -0.08880 5.80265
C 3.02157 1.15295 6.37837
C 3.62851 1.19639 7.61094
N 3.91323 0.13059 8.37910
C 3.55089 -1.04641 7.84049
C 2.93957 -1.21198 6.62044
H -0.67945 -5.97666 0.58399
H -1.15261 -3.69841 -0.45530
H 1.21826 -4.11796 3.71180
H 1.74771 -2.35410 4.51368
H 2.04662 1.91031 3.99491
H 0.89911 3.46414 3.21714
H 0.43459 4.92051 -0.59838
H 0.06513 2.58886 -1.42850
H 2.84211 2.08707 5.86369
H 3.90904 2.16192 8.02558
H 3.76951 -1.92506 8.44278
H 2.69999 -2.21753 6.30213
Cl -0.95245 4.00500 -7.36639
C -0.39844 3.11558 -5.95292
C 0.92279 2.76551 -5.85645
C 1.39892 2.05554 -4.75764
I 3.42597 1.56509 -4.66153
C 0.58336 1.61442 -3.67792
O 0.98001 0.94295 -2.70699
C -0.82711 2.05404 -3.80180
N -1.63233 1.72749 -2.76959
C -2.89837 2.05762 -2.79925
C -3.47429 2.75294 -3.87675
C -2.67989 3.11427 -4.92892
C -1.30766 2.77633 -4.92484
H 1.60362 3.04526 -6.65022
H -3.49591 1.73627 -1.95066
H -4.53236 2.98474 -3.87155
H -3.08526 3.66019 -5.77073
C -2.92492 -1.13980 -3.65497
C -2.23424 -2.04030 -2.59909
C -3.02155 -3.37235 -2.59486
C -0.81340 -2.32404 -3.12834
N -2.32935 -1.55798 -1.23194
H -3.12543 -1.68282 -4.58830
H -2.29711 -0.28219 -3.89935
H -3.87098 -0.77581 -3.24663
H -3.02986 -3.83472 -3.58919
H -4.05248 -3.18348 -2.28569
H -2.58640 -4.07358 -1.88255
H -0.83011 -2.68581 -4.16516
H -0.31334 -3.07615 -2.51330
H -0.21492 -1.40996 -3.09220

Properties
total charge: -2
relative energy (zero: lowest compared OMol25 entry of this formula, charge and spin): 73.2 kcal per mole
max |F|: 0.0063 Eh/bohr
⟨S²⟩: 0.775
LUMO energy (alpha / beta): 3.9 / 3.9 eV
spin multiplicity: 2
HOMO-LUMO gap (alpha / beta): 4.34 / 5.13 eV

Entry 5:
A structure of composition C31H25F3N6OPSSn. Source: the OMol25 dataset; level of theory: wB97M-V/def2-TZVPD.

CARTESIAN COORDINATES (ANGSTROEM)
Sn 1.15145 -0.77600 -1.94134
O -0.02509 -3.15911 0.41303
N 1.34730 -3.27764 0.17972
C 2.03897 -3.02359 1.21349
C 1.54180 -2.69188 2.57073
C 1.85168 -3.58637 3.59437
C 1.38749 -3.37295 4.88018
C 0.61333 -2.25379 5.15570
C 0.32660 -1.35092 4.14670
C 0.79453 -1.54772 2.84786
P 0.52693 -0.29047 1.53740
C -1.17116 0.25997 1.92752
C -2.16771 -0.71472 2.01125
C -3.49700 -0.35433 2.16794
C -3.85591 0.98672 2.23757
C -2.87475 1.96286 2.14708
C -1.54227 1.60222 1.99087
C 1.61187 1.07272 2.09941
C 2.69690 1.36221 1.27273
C 3.61813 2.34389 1.61705
C 3.45793 3.05285 2.79629
C 2.38244 2.77298 3.63182
C 1.46994 1.78942 3.28889
H -0.39288 -3.40407 -0.44419
H 3.10785 -3.13800 1.06206
H 2.44666 -4.46343 3.37130
H 1.62378 -4.08001 5.66406
H 0.24152 -2.08081 6.15693
H -0.27695 -0.48076 4.37154
H -1.89506 -1.76430 1.97015
H -4.25385 -1.12406 2.25417
H -4.89213 1.26646 2.37747
H -3.14267 3.00975 2.21300
H -0.79020 2.37835 1.92044
H 2.83254 0.80076 0.35373
H 4.45900 2.54861 0.96731
H 4.17095 3.81903 3.07052
H 2.25988 3.32099 4.55689
H 0.64153 1.58282 3.95412
F 0.64368 3.92030 -6.49615
C 0.65290 2.68071 -5.98337
F 1.61308 1.99558 -6.61262
F -0.52234 2.11304 -6.29943
C 0.86590 2.70982 -4.49144
C 1.00903 3.91324 -3.83225
C 1.20578 3.94053 -2.45522
C 1.24607 2.73852 -1.78742
N 1.09168 1.57113 -2.42035
C 0.91170 1.51707 -3.75020
S 0.75919 -0.09303 -4.39296
H 0.97250 4.83428 -4.39711
H 1.33045 4.87133 -1.92255
H 1.41177 2.68271 -0.71668
N -3.25258 -0.63433 -1.95513
C -3.11940 0.60827 -1.37820
C -1.78396 0.81170 -1.23792
N -1.10873 -0.28387 -1.70966
C -2.01816 -1.13554 -2.14463
C -1.60741 -2.39149 -2.74187
N -0.33842 -2.73821 -2.69139
C -0.23283 -3.93238 -3.35936
C -1.46141 -4.30399 -3.81271
N -2.32895 -3.31277 -3.41299
H -4.12622 -1.08134 -2.17681
H -3.96817 1.21449 -1.12086
H -1.27308 1.66633 -0.83562
H 0.70834 -4.44320 -3.46384
H -1.79363 -5.15879 -4.37352
H -3.31013 -3.27777 -3.63350

Properties
total charge: +1
relative energy (zero: lowest compared OMol25 entry of this formula, charge and spin): 0.0 kcal per mole
max |F|: 0.0029 Eh/bohr
LUMO energy: -2.6 eV
spin multiplicity: 1
HOMO-LUMO gap: 7.81 eV

Entry 6:
A structure of composition C31H25GeMnN3O8. Source: the OMol25 dataset; level of theory: wB97M-V/def2-TZVPD.

CARTESIAN COORDINATES (ANGSTROEM)
Mn -0.67110 -0.51224 -0.88268
C 1.50210 1.14682 -3.18374
C 0.46926 0.18130 -3.61877
N -0.37117 -0.47315 -2.84094
C -1.08841 -1.21053 -3.72062
C -0.74783 -1.06130 -5.03694
N 0.27625 -0.14337 -4.94523
C -1.22680 -1.62761 -6.26163
O -2.24241 -2.51184 -6.12685
O -0.76124 -1.34230 -7.35976
C -2.05226 -1.98603 -3.04258
O -2.82349 -2.74506 -3.69594
O -1.87779 -1.69209 -1.83964
H 1.48941 1.26158 -2.09543
H 1.32444 2.12929 -3.63174
H 2.49871 0.80406 -3.47825
H 0.79154 0.22198 -5.73281
H -2.54751 -2.67290 -5.18358
O -0.73652 -0.29083 1.01012
C -1.16543 -0.67581 2.09400
C -2.06035 -1.84113 2.12329
C -2.57936 -2.32502 3.32444
C -3.42150 -3.43519 3.26817
C -3.73064 -4.03784 2.04514
C -3.18548 -3.51641 0.86543
C -2.33223 -2.40150 0.86083
O -1.81581 -1.89669 -0.19000
N -3.98808 -3.97533 4.50589
O -3.69166 -3.41466 5.57325
O -4.73412 -4.96372 4.42657
H -0.91022 -0.18764 3.04615
H -2.32595 -1.84178 4.26095
H -4.38391 -4.90263 1.97931
H -3.42610 -3.98556 -0.08828
C 1.04028 5.21806 -1.61809
C 0.18877 4.22039 -2.10328
C 0.14104 2.97349 -1.47202
C 0.94583 2.72251 -0.35403
C 1.79679 3.72281 0.13243
C 1.84397 4.96908 -0.50073
Ge 0.86399 1.00944 0.51340
C 2.54268 0.06477 0.45390
C 2.62952 -1.21892 1.00922
C 3.83790 -1.92098 0.97042
C 4.96317 -1.34367 0.37518
C 4.88013 -0.06368 -0.18198
C 3.67190 0.64059 -0.14417
C 0.25503 1.27921 2.31976
C 1.03802 0.87958 3.41162
C 0.57561 1.08174 4.71613
C -0.66772 1.68339 4.93362
C -1.44955 2.08479 3.84644
C -0.98916 1.88374 2.54145
H 1.07609 6.18279 -2.10706
H -0.43458 4.41344 -2.96690
H -0.52203 2.20632 -1.85159
H 2.41952 3.53678 0.99841
H 2.50175 5.74211 -0.12510
H 1.76228 -1.67400 1.47092
H 3.90142 -2.91208 1.40065
H 5.89815 -1.88797 0.34485
H 5.75131 0.38160 -0.64407
H 3.62065 1.62823 -0.58111
H 2.00198 0.41440 3.25827
H 1.18065 0.77195 5.55837
H -1.02477 1.83871 5.94338
H -2.41187 2.55069 4.01463
H -1.60105 2.19666 1.70476
H 0.31796 0.64913 -1.69582

Properties
max |F|: 0.1680 Eh/bohr
⟨S²⟩: 8.837
LUMO energy (alpha / beta): -0.6 / -1.6 eV
spin multiplicity: 6
HOMO-LUMO gap (alpha / beta): 5.23 / 6.33 eV